85
Properties=species:S:1:pos:R:3:forces:R:3:lowdin_charge:R:1 method="wB97M-V/def2-TZVPD" e_above_lowest_kj_mol=448.3 total_charge=+1 lumo_energy_ev=-4.44
C 2.80929 -2.36710 -1.11596 0.2 0.8 -0.2 0.10
C 2.76350 -1.19247 -1.44855 -1.1 -0.1 -0.4 -0.10
C 2.42918 0.25445 -1.89776 0.2 0.0 0.0 -0.13
C 0.89096 0.60009 -1.89200 -2.7 0.3 0.5 -0.06
C 0.04319 0.56740 -3.11059 0.9 0.4 2.7 0.07
N -1.33261 0.92038 -3.10331 2.1 -0.5 1.6 -0.03
C -2.00417 0.85394 -4.44660 -1.1 0.5 0.2 -0.08
C -2.19970 2.32005 -5.02123 0.2 0.1 -1.4 -0.13
F -1.10841 3.17351 -4.68113 -1.2 -1.2 -0.1 -0.06
C -2.01279 1.31509 -1.92126 1.3 -0.1 0.7 0.00
C -3.52121 1.73945 -1.98300 0.3 0.2 1.2 -0.11
C -4.52728 0.72968 -1.23870 -0.3 0.1 -0.9 -0.17
C -5.72747 1.61949 -0.67811 0.2 -1.6 -0.6 -0.22
C -6.89076 0.78738 0.01610 -0.6 1.8 0.5 -0.18
C -8.20388 1.74054 0.02565 -0.3 -0.4 0.6 -0.17
C -7.87144 3.27286 0.23007 -0.4 0.1 -0.7 -0.25
O -9.06005 4.06973 0.54697 1.4 0.4 -1.2 -0.21
C -8.81872 5.34776 -0.10736 -0.1 0.5 -0.4 -0.13
C -1.23545 1.35538 -0.61480 1.8 -0.9 -1.4 -0.10
O -1.81213 1.73004 0.60352 0.2 -0.7 -1.8 -0.09
C -2.30105 0.58128 1.36373 -0.5 -1.8 0.9 -0.20
C -1.38345 0.16079 2.58935 0.7 -1.0 -0.6 -0.06
C 0.22593 0.98641 -0.59222 -1.4 0.9 -2.6 0.09
C 1.12973 0.99608 0.71116 0.6 -1.3 0.9 -0.41
O 1.45710 -0.10196 1.12412 -0.6 2.1 -0.8 0.13
O 1.58197 2.14339 1.34400 -1.7 -1.0 -1.9 0.01
C 1.10539 3.36349 0.71398 0.3 2.1 -0.5 -0.17
C 1.60418 4.65898 1.49622 -1.9 0.6 -0.4 -0.11
C 0.73061 5.73213 1.52580 1.2 -0.9 0.1 0.00
H 2.93170 -3.42766 -0.78835 -0.2 1.7 -0.5 0.07
H 2.94985 0.98862 -1.19573 -0.7 -1.0 -0.8 0.13
H 2.82968 0.51609 -2.93445 -0.4 -0.7 1.3 0.13
H 0.54189 0.25289 -4.07528 -1.1 0.5 1.2 0.16
H -1.42904 0.20027 -5.17648 -0.5 0.9 1.3 0.15
H -3.02114 0.37884 -4.25192 1.3 0.6 -0.6 0.14
H -3.16763 2.82182 -4.73492 1.2 -0.6 0.1 0.12
H -2.20508 2.25426 -6.16094 0.0 0.0 1.5 0.14
H -3.92039 1.93863 -3.01569 0.8 -0.3 1.1 0.10
H -3.59949 2.72733 -1.41223 0.3 -1.2 -0.8 0.14
H -4.90243 0.01998 -2.05412 0.3 0.8 1.2 0.12
H -4.03325 0.07571 -0.46537 -0.5 1.0 -0.7 0.09
H -6.17837 2.13738 -1.59158 0.7 -0.4 1.3 0.13
H -5.28451 2.34273 0.06631 -0.6 -0.5 -1.0 0.12
H -6.64599 0.62762 1.11967 -0.1 -0.2 -1.6 0.12
H -7.16362 -0.17089 -0.51094 0.6 1.0 0.6 0.11
H -8.86527 1.42602 0.89288 0.7 0.3 -1.0 0.12
H -8.82613 1.54870 -0.91285 0.9 0.6 1.1 0.12
H -7.48343 3.70841 -0.75327 -0.1 -0.8 1.3 0.10
H -7.12506 3.47774 1.05847 -0.6 -0.5 -0.9 0.13
H -7.74962 5.70080 0.09519 -1.4 -0.3 -0.2 0.10
H -9.53902 6.14719 0.22938 0.7 -1.1 0.0 0.10
H -8.95456 5.25060 -1.24068 0.3 0.0 1.4 0.10
H -3.35707 0.74725 1.74241 1.3 0.4 -0.7 0.13
H -2.33927 -0.29451 0.63104 -0.1 1.1 1.1 0.12
H -0.73205 -0.70429 2.22552 -0.7 1.2 0.6 0.08
H -1.96620 -0.27062 3.46838 0.5 0.9 -1.2 0.10
H -0.66213 0.96559 2.92297 -1.1 -0.7 -0.3 0.09
H 1.49411 3.40863 -0.36077 -0.2 -0.1 1.4 0.14
H -0.02755 3.41765 0.63049 1.4 -0.3 0.4 0.12
H 2.63148 4.69852 1.97043 -1.4 -0.2 -0.8 0.12
H -0.32246 5.67105 1.10209 1.6 0.0 0.5 0.07
H 1.04193 6.73984 1.94561 -0.4 -1.5 -0.5 0.08
C 5.13444 -2.29706 1.36093 0.3 -0.2 0.0 -0.12
O 6.18518 -3.17167 1.71817 -0.2 -0.1 0.0 -0.20
C 6.27393 -3.35828 3.12686 0.3 0.0 -0.4 -0.20
C 7.06775 -4.61381 3.44955 -0.2 0.0 0.2 -0.17
O 6.29615 -5.80870 3.33356 0.1 0.2 -0.2 -0.13
C 6.02288 -6.24490 2.00300 0.1 -0.3 0.3 -0.18
C 7.23352 -6.86237 1.31872 -0.1 0.5 -0.3 -0.20
O 8.08007 -5.84443 0.79732 0.1 0.0 0.2 -0.21
C 9.37213 -6.33267 0.49386 -0.2 0.2 0.0 -0.11
H 5.27665 -1.31312 1.82009 -0.2 0.1 0.0 0.09
H 5.13809 -2.18586 0.27664 0.1 0.0 0.1 0.07
H 4.16886 -2.71915 1.66177 -0.1 0.1 0.1 0.08
H 5.26920 -3.43790 3.56125 0.1 0.0 0.0 0.13
H 6.78046 -2.48183 3.54832 0.0 0.0 0.2 0.13
H 7.36263 -4.56312 4.50134 -0.1 0.0 0.0 0.13
H 7.98493 -4.67618 2.86191 -0.1 0.1 -0.2 0.12
H 5.58207 -5.44361 1.40704 0.2 0.0 -0.1 0.12
H 5.26172 -7.02327 2.10677 0.1 0.0 0.1 0.13
H 6.90098 -7.48266 0.47688 -0.1 -0.2 0.1 0.13
H 7.78387 -7.48314 2.03441 -0.1 0.0 0.0 0.13
H 9.86615 -6.69284 1.40238 0.0 -0.1 -0.1 0.09
H 9.95953 -5.50959 0.08584 -0.1 0.0 0.0 0.09
H 9.31843 -7.13428 -0.24994 0.1 -0.1 0.0 0.09

93
Properties=species:S:1:pos:R:3:forces:R:3:lowdin_charge:R:1 method="wB97M-V/def2-TZVPD" e_above_lowest_kj_mol=0.0 lumo_energy_ev=-0.42
N 2.89200 3.45939 3.11169 0.7 -0.2 -1.6 0.10
C 3.21971 3.58065 1.85509 -1.1 0.2 1.9 -0.52
N 4.52528 4.07469 1.50241 -1.9 0.4 -0.2 0.09
N 2.25003 3.27284 0.85856 2.0 -0.2 -0.2 -0.01
C 1.64547 1.94192 0.87364 -1.8 -0.5 0.6 -0.21
C 0.07413 2.14883 1.18486 1.2 -0.2 0.8 -0.19
C -0.52134 1.10809 2.21722 -0.4 0.1 -1.6 -0.25
C -2.06579 0.89554 1.85705 0.4 0.0 0.7 -0.31
Si -3.15643 2.17289 2.77646 1.1 -0.1 0.0 0.51
O -2.94611 3.76928 2.11271 -1.8 -1.8 -1.5 -0.48
Si -3.91074 3.78120 0.67318 1.8 0.6 0.9 -0.01
I -2.69604 4.75512 -1.24561 -0.4 -0.2 0.8 0.48
P -5.84194 4.85116 1.06907 -3.0 2.6 -1.0 0.46
O -6.46403 5.35187 -0.21612 1.3 -1.3 2.0 -0.36
O -5.57086 6.19343 2.06840 0.0 -2.7 -0.9 -0.22
O -6.90434 3.81918 1.89323 2.3 1.3 -0.8 -0.19
H 1.91550 3.14488 3.17354 0.5 0.1 0.0 0.03
H 4.37385 4.77729 0.76951 0.4 -0.4 0.1 0.08
H 4.89201 4.58432 2.31103 -0.1 -0.4 -0.2 0.09
H 2.34833 3.72713 -0.03868 0.2 -0.4 0.0 0.12
H 1.70924 1.36225 -0.08837 0.3 0.9 0.6 0.11
H 2.10923 1.26217 1.65402 -0.4 1.1 -0.7 0.12
H -0.41980 2.11273 0.17622 0.0 0.2 1.2 0.10
H -0.00612 3.16721 1.66711 -0.1 -0.9 -1.0 0.11
H 0.01252 0.12841 2.09207 -0.5 0.8 0.2 0.11
H -0.38344 1.46382 3.27461 -0.1 -0.4 -1.0 0.10
H -2.31985 -0.14980 2.18696 -0.2 1.0 -0.4 0.08
H -2.27196 1.01019 0.75494 0.5 -0.4 1.0 0.06
H -2.77387 2.17702 4.19659 0.1 0.3 0.0 -0.02
H -4.57216 1.73174 2.74845 -0.1 0.3 -0.2 -0.02
H -4.29169 2.41427 0.29231 0.0 -0.1 0.0 -0.04
H -4.66190 6.51933 1.92759 -0.4 0.0 0.0 0.07
H -6.61234 2.92140 1.65022 -0.4 0.2 0.3 0.04
N 4.05877 -0.98733 0.09775 0.0 -0.1 -0.1 0.01
C 4.46036 -2.22367 0.52532 0.0 0.0 0.1 -0.13
C 4.42844 -3.07343 -0.55109 0.0 -0.1 0.1 -0.12
C 3.99626 -2.31950 -1.67143 -0.1 0.1 -0.1 -0.13
C 3.77854 -1.03536 -1.24093 -0.1 0.1 0.0 -0.14
H 3.98213 -0.16952 0.67754 0.1 0.0 0.0 0.13
H 4.73202 -2.39155 1.55496 0.0 0.0 -0.1 0.11
H 4.68866 -4.12130 -0.53516 0.1 0.1 0.1 0.08
H 3.86073 -2.67719 -2.68122 0.0 0.1 0.0 0.08
H 3.44864 -0.15526 -1.76935 0.0 -0.1 0.0 0.10
N 2.97795 -5.55396 -3.28435 0.0 -0.1 -0.1 0.01
C 3.49956 -6.07035 -4.44155 0.1 0.0 0.0 -0.14
C 2.47646 -6.65716 -5.14128 0.2 0.0 -0.1 -0.11
C 1.29195 -6.48386 -4.38070 -0.1 0.1 0.1 -0.11
C 1.63257 -5.79751 -3.24221 0.0 0.0 0.1 -0.13
H 3.50234 -5.06941 -2.57553 -0.1 0.1 0.0 0.11
H 4.55078 -5.97644 -4.66548 -0.1 0.0 -0.1 0.10
H 2.56903 -7.15460 -6.09463 0.1 0.0 0.1 0.08
H 0.29991 -6.82297 -4.63794 0.0 0.0 0.1 0.09
H 1.03611 -5.46368 -2.40852 0.0 0.0 -0.1 0.11
N 0.54034 -8.62253 -7.53401 0.0 -0.1 -0.1 0.00
C 0.94251 -9.85915 -7.10646 0.0 0.0 0.1 -0.14
C 0.91019 -10.70934 -8.18291 0.1 0.0 0.2 -0.11
C 0.47766 -9.95600 -9.30336 -0.1 0.2 -0.1 -0.12
C 0.25987 -8.67158 -8.87308 0.0 0.0 0.0 -0.14
H 0.46378 -7.80511 -6.95461 0.0 -0.1 0.0 0.12
H 1.21456 -10.02656 -6.07648 0.0 0.0 -0.1 0.11
H 1.16992 -11.75622 -8.16696 0.0 0.1 0.0 0.09
H 0.34187 -10.31422 -10.31182 0.0 0.0 0.1 0.09
H -0.07030 -7.79172 -9.40160 0.0 -0.1 0.0 0.10
N -5.40657 2.52320 7.61151 0.0 0.1 0.0 0.00
C -5.59051 3.70308 8.28025 0.0 0.0 0.0 -0.14
C -5.43733 4.72732 7.37996 0.0 0.0 0.2 -0.11
C -5.15580 4.14319 6.11934 0.1 -0.2 -0.2 -0.11
C -5.14583 2.78229 6.29311 0.0 0.0 0.0 -0.15
H -5.45595 1.60892 8.02420 0.0 0.1 0.0 0.14
H -5.81240 3.71194 9.33525 0.0 0.0 -0.1 0.11
H -5.51998 5.77951 7.60268 0.0 -0.1 0.0 0.09
H -4.98099 4.66163 5.18877 0.0 0.0 0.0 0.09
H -4.97568 1.97842 5.59510 0.0 0.1 0.0 0.08
N 6.66691 -5.96906 -2.61054 0.0 0.1 0.1 0.00
C 7.64314 -6.86615 -2.26848 0.0 -0.1 0.0 -0.14
C 8.82047 -6.17559 -2.12905 -0.1 -0.2 0.0 -0.11
C 8.54355 -4.80970 -2.39130 -0.1 0.1 0.0 -0.11
C 7.20684 -4.71238 -2.68255 0.0 0.1 -0.1 -0.15
H 5.70229 -6.19772 -2.78152 0.2 -0.1 0.0 0.11
H 7.41641 -7.91417 -2.15589 0.0 0.1 0.0 0.11
H 9.77482 -6.60438 -1.86649 -0.1 0.0 0.0 0.09
H 9.24467 -3.99024 -2.36847 -0.1 0.0 0.0 0.09
H 6.59456 -3.86091 -2.93525 0.1 0.0 0.0 0.10
N -5.46828 9.84306 4.01902 0.0 0.1 -0.2 0.00
C -5.84584 8.81702 3.19363 0.1 0.1 0.2 -0.15
C -6.34868 9.36542 2.04064 0.1 -0.2 0.0 -0.10
C -6.26586 10.77506 2.17286 0.1 0.2 0.1 -0.11
C -5.71638 11.03983 3.40247 0.0 0.1 0.0 -0.15
H -5.07026 9.73415 4.93453 0.0 0.0 -0.1 0.14
H -5.72667 7.79273 3.49829 -0.1 0.1 0.1 0.08
H -6.73229 8.81413 1.19617 0.0 0.0 0.1 0.09
H -6.57392 11.51285 1.44854 0.0 0.0 0.0 0.09
H -5.48256 11.97266 3.89028 0.0 0.0 -0.1 0.10